Entry 1:
ORCA calculation (ωB97M-V/def2-TZVPD) on 2 unconnected molecules or ions with the total composition C7H6F6Se.

Geometry as XYZ:
```
20
Properties=species:S:1:pos:R:3:forces:R:3:mulliken_charge:R:1
C -1.29564 0.29640 0.04824 0.58 0.30 0.15 0.740
C -0.91843 0.36508 1.54948 -0.75 0.92 -2.35 -0.944
H -2.95827 -0.69275 -1.02390 -0.44 -0.30 1.36 0.296
C -2.68348 0.23772 -0.50302 1.96 -0.28 -2.11 -1.326
F 3.06905 1.72958 -0.13079 0.48 0.13 0.74 -0.300
C 0.98715 0.67834 -0.14266 -0.56 0.24 -1.62 -0.673
C 2.21281 1.00320 -0.85556 -0.48 1.72 -0.64 0.852
Se 0.92964 0.89397 1.65375 -0.20 0.90 1.03 0.100
C 1.23990 -2.07719 0.43519 -0.75 -2.30 3.45 0.580
F 1.53791 -1.71726 1.77165 0.13 -1.30 -2.78 -0.210
H -1.08847 -0.61373 1.89793 -0.24 -1.02 1.26 0.386
H -3.34207 0.75290 0.12747 -1.55 0.21 0.58 0.352
F 2.14043 -2.96849 0.00004 -1.14 1.23 0.32 -0.179
H -2.49172 0.78533 -1.43477 -0.86 0.69 0.22 0.373
H -1.49933 1.16090 2.00098 -0.33 -0.31 0.50 0.547
F 1.90657 1.78489 -1.92215 -0.10 0.25 -0.60 -0.293
F 2.89449 0.00011 -1.35328 0.75 -1.64 -0.36 -0.278
H -0.35218 0.53286 -1.84771 -0.16 0.05 -1.96 0.489
F -0.01590 -2.65603 0.54786 1.97 0.90 -0.91 -0.191
C -0.27247 0.50417 -0.81878 1.69 -0.38 3.73 -0.321
```
Forces are in eV/Å.

- DFT total energy: -3270.8040 Ha
- Energy relative to the best compared isomer or geometry (same formula, charge and spin): 3.8 kcal per mole
- Multiplicity: 3
- ⟨S²⟩: 2.02
- Lowest unoccupied orbital energy (alpha / beta): 0.509 / -1.868 eV
- HOMO-LUMO gap (alpha / beta): 7.5 / 7.1 eV

=====

Entry 2:
ORCA calculation (ωB97M-V/def2-TZVPD) on a molecular structure, C7H6INS.

Geometry as XYZ:
```
16
Properties=species:S:1:pos:R:3:forces:R:3:mulliken_charge:R:1
N -1.02262 -0.58542 1.40345 -4.52 2.53 0.59 -0.434
H -1.28039 -1.39658 1.95039 0.45 -0.12 -0.73 0.226
H -2.86702 0.64742 2.03938 -0.12 0.26 -0.90 0.436
H 2.74571 -1.41694 -0.87267 2.89 -2.21 -0.77 0.486
H 1.18937 -2.21056 0.68006 -0.59 2.03 -0.76 0.173
I -3.78253 -0.63625 -0.22446 -0.30 -0.07 0.04 0.128
H 0.88996 2.15872 -1.65583 -0.84 2.19 -0.71 0.426
S -1.62341 1.82300 0.20001 -0.26 0.28 0.40 -0.153
C 1.95636 0.48515 -1.31788 -4.52 -1.71 3.57 -0.769
C -0.09302 -0.33653 0.48472 2.36 -0.97 -0.73 -0.030
C -0.17151 0.88603 -0.17352 0.67 0.42 -1.23 0.915
C 1.99629 -0.77912 -0.69639 -1.83 3.18 -0.04 -0.552
H 2.69271 0.71611 -1.93002 3.12 1.46 -2.90 0.539
C -2.51160 0.50374 1.00510 3.93 -2.54 1.33 -0.351
C 0.83111 1.30891 -1.07717 1.26 -2.95 0.95 -0.502
C 1.05058 -1.16766 0.18483 -1.71 -1.78 1.91 -0.539
```
Forces are in eV/Å.

- DFT total energy: -1020.8933 Ha
- Energy relative to the best compared isomer or geometry (same formula, charge and spin): 12.3 kcal per mole
- Lowest unoccupied orbital energy: 0.220 eV
- HOMO-LUMO gap: 7.8 eV

=====

Entry 3:
ORCA calculation (ωB97M-V/def2-TZVPD) on a molecular structure, C7H6MnN2O4.

Geometry as XYZ:
```
20
Properties=species:S:1:pos:R:3:forces:R:3:mulliken_charge:R:1
H -0.04842 -1.61652 -2.45162 -0.02 0.18 -0.16 0.006
Mn -0.01092 0.96874 -0.83355 0.04 -3.36 1.66 0.316
N -0.46974 -1.17312 2.57583 -0.03 0.60 -0.65 0.008
C -1.83914 0.79344 -0.99896 -11.41 -1.92 -1.40 0.527
C 1.78514 0.67369 -1.16884 10.91 -2.70 -2.23 0.560
C 0.47228 -2.02498 2.02697 -0.09 0.53 -0.47 -0.565
N 0.08044 -0.31547 0.63667 0.00 -1.87 1.81 -0.059
C -0.04506 1.84379 -2.44654 -0.16 4.90 -10.71 0.363
H -0.06015 -1.15259 -3.04624 0.01 -0.14 0.19 0.079
O 0.08549 3.25634 1.05570 -0.13 -4.26 -4.07 -0.082
H -0.93257 -1.26112 3.47221 0.10 -0.18 0.02 0.252
C -0.68989 -0.15595 1.72034 0.34 -0.96 0.65 -0.247
H 0.82774 -2.91005 2.50810 -0.01 -0.25 0.27 0.419
H 1.49536 -1.85462 0.06946 0.10 -0.13 0.02 0.415
O 2.89374 0.42829 -1.40751 -4.90 1.25 1.09 -0.092
C 0.81386 -1.49717 0.81845 -0.72 0.48 0.64 -0.292
H -1.39684 0.65446 1.90562 0.26 -0.35 0.02 0.330
O -0.03733 2.27773 -3.52092 -0.01 -1.82 4.59 -0.092
C 0.05687 2.40096 0.26234 0.48 9.25 7.94 0.262
O -2.98085 0.66415 -1.17750 5.22 0.75 0.79 -0.108
```
Forces are in eV/Å.

- Net charge: +2
- DFT total energy: -1830.9810 Ha
- Multiplicity: 6
- ⟨S²⟩: 8.77
- Lowest unoccupied orbital energy (alpha / beta): -8.552 / -11.579 eV
- HOMO-LUMO gap (alpha / beta): 8.1 / 5.9 eV

=====

Entry 4:
ORCA calculation (ωB97M-V/def2-TZVPD) on a single C7H6N2 molecule.

Geometry as XYZ:
```
15
Properties=species:S:1:pos:R:3:forces:R:3:mulliken_charge:R:1
H -1.21677 -2.86675 -1.34462 -0.03 -0.05 0.00 0.314
N -0.37889 1.27648 0.16629 0.03 1.57 1.82 -0.764
H -2.44543 -1.87274 -0.56090 -0.03 -0.01 0.00 0.362
C 0.68515 -0.65971 -1.11255 1.15 1.26 1.22 -0.110
C 0.88553 1.00021 0.40221 -0.53 -0.03 -0.21 0.899
C 1.52898 0.02857 -0.43783 -1.89 -1.57 -2.39 -0.661
N -1.05780 0.60715 -0.69998 -0.02 -1.70 -1.62 0.615
H 1.25790 1.27558 2.47479 -0.01 -0.03 -0.01 0.263
H 1.28790 2.75556 1.52106 0.01 -0.02 0.06 0.325
H 2.64508 1.60658 1.42311 -0.03 -0.01 -0.02 0.339
C 1.56735 1.70222 1.51933 -0.03 0.28 0.13 -0.993
C -1.37381 -2.03776 -0.65524 0.12 0.08 0.03 -1.154
H -0.95912 -2.30907 0.31541 0.02 -0.04 0.04 0.311
C -1.70689 0.30114 -1.78281 1.21 1.04 0.42 -0.284
C -0.71917 -0.80745 -1.22828 0.03 -0.78 0.55 0.538
```
Forces are in eV/Å.

- DFT total energy: -379.5507 Ha
- Energy relative to the best compared isomer or geometry (same formula, charge and spin): 188.3 kcal per mole
- Lowest unoccupied orbital energy: -0.428 eV
- HOMO-LUMO gap: 8.3 eV

=====

Entry 5:
ORCA calculation (ωB97M-V/def2-TZVPD) on 3 unconnected molecules or ions with the total composition C7H6N2O2.

Geometry as XYZ:
```
17
Properties=species:S:1:pos:R:3:forces:R:3:mulliken_charge:R:1
C -2.19519 0.98042 -0.16530 -1.13 4.58 1.54 -0.362
H -1.45869 -2.26911 0.12106 0.83 -0.73 -0.09 0.332
N -1.23779 -1.41035 -0.35818 -2.63 3.84 2.34 -0.208
C 0.08430 -0.78124 -0.15933 1.02 1.09 -1.65 0.330
C -2.33600 -0.50782 0.07928 -4.63 -0.60 -0.77 0.382
H -3.16821 1.49755 -1.10965 3.78 -1.85 2.81 0.320
H 2.01224 2.16264 0.20588 -0.13 3.05 0.12 0.506
O -3.60481 -0.74046 0.42498 7.18 -0.20 -1.58 -0.559
O -0.60255 1.57212 -0.34733 -5.65 -0.04 -0.68 -0.475
C 0.30530 0.64593 -0.31381 3.97 -0.64 3.42 0.550
H -2.65162 1.64818 1.03190 1.75 -2.26 -3.99 0.278
C 2.71972 0.17517 0.47787 -1.66 0.99 -4.81 -0.541
H 3.08301 -1.89769 -0.19618 1.05 -0.34 -0.12 0.416
C 1.69596 1.20472 0.10787 -0.93 -7.93 0.37 -0.473
N 1.13478 -1.59445 -0.22409 0.23 0.82 -0.34 -0.589
C 2.39057 -1.09884 -0.12797 -1.33 0.31 3.05 -0.207
H 3.82899 0.41324 0.55301 -1.73 -0.07 0.37 0.301
```
Forces are in eV/Å.

- DFT total energy: -530.1034 Ha
- Energy relative to the best compared isomer or geometry (same formula, charge and spin): 167.9 kcal per mole
- Lowest unoccupied orbital energy: -0.197 eV
- HOMO-LUMO gap: 8.1 eV

=====

Entry 6:
ORCA calculation (ωB97M-V/def2-TZVPD) on a single C7H6N2O2 molecule.

Geometry as XYZ:
```
17
Properties=species:S:1:pos:R:3:forces:R:3:mulliken_charge:R:1
N 2.70044 -1.58196 2.37102 -1.74 0.61 -1.90 -0.482
H 1.52493 -0.69500 -1.60477 0.39 -1.04 -0.33 0.491
H -2.18812 0.25946 1.41179 0.65 -0.17 -0.50 0.374
C 0.22434 0.73736 -0.97825 -0.41 -2.71 2.63 -0.506
C 1.24732 -0.30154 -0.65666 -0.86 0.48 1.46 -1.260
C -0.93212 0.86020 -0.37021 -0.90 -0.26 0.35 -0.347
C 0.88941 -1.32675 0.50311 -1.42 2.01 -0.71 1.438
C -1.27672 0.05090 0.82220 0.33 0.85 -1.08 -0.191
H 0.45110 1.40500 -1.68674 0.97 2.13 -2.95 0.547
O 0.35458 -3.61072 0.58366 0.21 -0.77 0.23 -0.561
C -0.42097 -0.87473 1.23441 -0.43 -1.16 0.15 -0.955
O 0.67080 -2.68105 -1.33312 0.05 -1.18 -1.78 -0.570
H 2.07024 0.23598 -0.29015 1.56 0.74 0.42 0.468
N 0.66948 -2.71695 -0.14892 -0.85 1.50 1.46 0.935
H -0.78892 -1.40251 2.10772 0.88 -0.47 0.05 0.329
H -1.59437 1.53546 -0.86927 -0.71 0.53 0.55 0.366
C 1.90881 -1.40942 1.52782 2.24 -1.08 1.96 -0.075
```
Forces are in eV/Å.

- DFT total energy: -530.1563 Ha
- Energy relative to the best compared isomer or geometry (same formula, charge and spin): 134.8 kcal per mole
- Lowest unoccupied orbital energy: -0.062 eV
- HOMO-LUMO gap: 9.5 eV

=====

Entry 7:
ORCA calculation (ωB97M-V/def2-TZVPD) on a molecular structure, C7H6N2O6Sm.

Geometry as XYZ:
```
22
Properties=species:S:1:pos:R:3:forces:R:3:mulliken_charge:R:1
C -0.12686 -0.15509 -4.13020 0.05 0.09 -6.31 0.239
N 0.13304 0.16392 2.83902 0.25 0.24 -0.97 -0.189
C -0.12987 -2.73460 -1.80600 0.06 -6.73 -0.41 0.264
H -1.65417 -0.30611 3.87255 0.22 -0.04 -0.49 0.319
H -1.34299 -1.25210 2.34684 0.22 0.22 0.68 0.225
O 3.49343 -0.13203 -1.84349 -5.16 -0.14 0.23 0.001
N 1.39346 1.35149 1.28673 -0.57 -0.55 0.23 -0.281
C 2.34151 -0.16052 -1.78828 6.36 0.18 -0.35 0.295
O -0.10741 3.49457 -1.84190 -0.11 -5.15 0.17 -0.003
H 1.88745 1.84489 2.02007 0.09 0.09 -0.24 0.220
H 0.65183 0.67975 3.54653 -0.25 -0.24 0.08 0.230
C -0.89336 -0.80513 3.25045 -0.34 -0.32 0.49 -0.705
H 1.61432 1.53866 0.32133 0.19 0.19 0.49 0.044
C -0.12859 2.34199 -1.79838 0.13 6.01 -0.26 0.295
O -0.15558 -0.16575 0.60051 0.16 0.12 -1.55 -0.568
O -3.84661 -0.13073 -1.85619 5.41 -0.09 0.22 0.022
C 0.44158 0.43553 1.58722 0.50 0.51 1.36 0.941
H -0.44475 -1.57506 3.89888 -0.02 0.21 -0.49 0.318
Sm -0.20490 -0.25724 -1.55772 -0.15 0.25 2.26 1.028
C -2.69273 -0.15525 -1.80811 -6.95 0.12 -0.40 0.268
O -0.11450 -3.88543 -1.85739 -0.05 5.11 0.22 0.029
O -0.11429 -0.13578 -5.28245 -0.04 -0.07 5.06 0.007
```
Forces are in eV/Å.

- Net charge: +3
- DFT total energy: -1488.1488 Ha
- Energy relative to the best compared isomer or geometry (same formula, charge and spin): 0.0 kcal per mole
- Multiplicity: 6
- ⟨S²⟩: 8.76
- Lowest unoccupied orbital energy (alpha / beta): -14.348 / -13.657 eV
- HOMO-LUMO gap (alpha / beta): 6.1 / 6.8 eV

=====

Entry 8:
ORCA calculation (ωB97M-V/def2-TZVPD) on a single C7H6N2S molecule.

Geometry as XYZ:
```
16
Properties=species:S:1:pos:R:3:forces:R:3:mulliken_charge:R:1
H -1.01520 -2.16196 -0.47051 0.55 -0.09 -0.34 0.368
S -1.52287 -0.17446 1.85540 0.50 -1.58 -1.39 0.053
N -1.07054 -1.63519 2.25103 0.28 -0.71 -0.03 -0.528
H 2.15927 0.08025 -2.54924 -0.43 0.14 -0.06 0.395
C -0.32880 -1.32305 -0.59743 -1.91 1.55 2.78 -0.370
C -0.51377 -0.24444 0.36482 1.76 0.62 -2.57 0.209
H -0.33642 1.27808 2.02080 0.09 1.41 -0.09 0.178
C -0.22541 1.97154 1.04545 1.32 -2.74 0.16 -0.009
N -0.68826 3.05223 0.90696 -0.77 2.66 -0.12 -0.504
C 1.11678 1.10836 -0.92473 0.77 1.22 -2.55 -0.362
H 1.34678 2.18355 -1.11705 0.73 -1.16 0.16 0.336
C 0.55408 -1.15178 -1.61335 1.71 1.10 -1.71 -0.434
C 1.37435 0.06026 -1.79759 -1.44 -1.94 0.94 -0.472
H -1.61780 -2.04333 2.97427 -0.72 -0.11 0.99 0.271
C 0.21520 0.92630 0.04973 -2.88 -0.75 3.30 0.551
H 0.55259 -1.92637 -2.39856 0.45 0.40 0.52 0.314
```
Forces are in eV/Å.

- DFT total energy: -777.8609 Ha
- Energy relative to the best compared isomer or geometry (same formula, charge and spin): 85.8 kcal per mole
- Lowest unoccupied orbital energy (alpha / beta): -1.018 / -0.592 eV
- HOMO-LUMO gap (alpha / beta): 7.8 / 7.8 eV

=====

Entry 9:
ORCA calculation (ωB97M-V/def2-TZVPD) on a gas-phase ion, C7H6N3 (charge +1).

Geometry as XYZ:
```
16
Properties=species:S:1:pos:R:3:forces:R:3:mulliken_charge:R:1
C 0.55730 -0.15735 -0.09262 0.05 0.26 -0.40 0.424
H -1.56354 1.90148 1.29840 1.55 -1.04 -1.18 0.361
H -2.64030 0.36000 -0.20253 -2.83 2.75 -0.75 0.374
N -0.72418 0.24425 0.07304 2.45 -0.64 -0.10 0.007
C 1.37606 0.90738 0.44860 0.39 -0.65 0.06 0.712
C -0.65267 1.38332 0.81307 0.55 2.39 1.76 0.023
N 0.61425 1.80671 1.04137 -1.31 0.41 -0.04 -0.558
N 1.37467 -2.04730 -1.50783 -0.72 -2.05 -1.46 -0.416
H -2.23779 -0.91794 0.78704 0.15 -0.02 -0.58 0.375
H -2.02853 -1.06023 -0.95707 0.30 -0.26 -0.75 0.358
C -1.96846 -0.37519 -0.14484 0.40 -3.55 1.86 -0.884
C 2.81577 0.63379 0.25960 -1.80 1.73 2.19 -0.694
H 3.56434 1.26148 0.79521 -0.34 -0.69 -1.09 0.427
C 2.86528 -0.55742 -0.31797 2.49 -2.60 -1.77 -0.117
C 1.50627 -1.17139 -0.68300 0.59 3.01 1.43 0.232
H 3.83294 -1.10166 -0.66095 -1.94 0.95 0.82 0.375
```
Forces are in eV/Å.

- Net charge: +1
- DFT total energy: -434.1838 Ha
- Energy relative to the best compared isomer or geometry (same formula, charge and spin): 61.4 kcal per mole
- Lowest unoccupied orbital energy (alpha / beta): -5.577 / -7.669 eV
- HOMO-LUMO gap (alpha / beta): 8.8 / 7.2 eV

=====

Entry 10:
ORCA calculation (ωB97M-V/def2-TZVPD) on a molecular structure, C7H6N4.

Geometry as XYZ:
```
17
Properties=species:S:1:pos:R:3:forces:R:3:mulliken_charge:R:1
C -0.82414 2.31616 -0.44996 -8.19 6.17 1.34 -0.243
C -0.01739 0.04220 1.47682 -0.22 -4.47 1.94 -0.482
N 0.59319 2.83750 -1.92699 1.60 -2.04 -2.59 -0.553
N 0.09579 -1.14108 2.38808 -1.23 1.22 -3.34 -0.508
N 0.66544 1.55979 -1.52861 4.74 -5.46 -5.33 0.131
C 0.05210 -2.34175 1.78768 1.54 1.46 0.06 -0.141
N -0.37861 3.31358 -1.36145 -2.19 0.60 3.51 -0.199
H -1.97290 2.67154 -0.09519 3.68 -1.56 -0.02 0.270
C -0.09978 -1.37554 -0.52108 4.48 -1.34 -2.15 -0.431
H 0.96005 0.75442 -2.47430 -0.67 3.42 4.27 0.341
C 0.28587 -2.43579 0.28022 -1.76 -2.64 2.25 -0.319
C -0.20666 1.18222 -0.55441 0.81 -0.78 -2.07 0.268
H -0.02206 0.96123 2.04141 0.14 0.19 -0.39 0.459
C -0.20120 -0.10185 0.11500 0.32 0.50 1.09 0.706
H 0.59254 -3.51833 -0.07673 -0.74 2.59 0.37 0.271
H 0.03825 -3.18567 2.60624 0.19 1.20 -2.34 0.311
H 0.43949 -1.53866 -1.70674 -2.50 0.93 3.39 0.119
```
Forces are in eV/Å.

- DFT total energy: -489.1569 Ha
- Energy relative to the best compared isomer or geometry (same formula, charge and spin): 125.9 kcal per mole
- Lowest unoccupied orbital energy: -0.011 eV
- HOMO-LUMO gap: 9.4 eV